The following is a quantum chemistry calculation of C4H13N4 as an isolated structure at a distorted geometry, from the OMol25 dataset.

```
21
Properties=species:S:1:pos:R:3:forces:R:3:nbo_charge:R:1
C 0.9074 -1.6870 -0.1681 -2.59 1.45 0.43 -0.6318
H 1.3122 -1.7534 0.8118 0.19 -0.77 1.00 0.2200
H 2.2894 1.5230 -0.3111 0.67 -0.99 -0.49 0.2356
H 1.4442 -2.2708 -0.8500 0.90 -0.86 -0.92 0.2515
C 2.3439 0.4384 -0.0566 -0.98 2.04 1.87 -0.6450
H 0.3078 2.3421 -1.0175 1.11 0.45 -3.32 0.4077
H -2.2879 0.3839 1.4498 -0.21 -0.39 -0.64 0.1490
N -1.3360 0.2221 -0.3585 -3.05 -1.94 -3.74 -0.4021
H 0.9847 -0.0491 -1.5955 -0.26 -0.12 -0.03 0.2225
H 3.2005 -0.0707 -0.4267 0.66 -0.23 -0.42 0.2538
H -0.5960 2.5507 0.3810 1.09 -1.31 -1.30 0.3971
H -0.1845 -2.0055 -0.2115 1.44 0.33 0.13 0.2412
H 2.4372 0.5669 1.0648 -0.21 -0.90 -0.93 0.2241
C 1.0593 -0.2196 -0.5185 -0.05 0.53 -0.68 -0.0139
H -4.4286 -0.1672 0.5743 0.30 0.16 0.14 0.4318
H -0.1574 0.4566 1.3005 0.98 0.80 -3.77 0.3558
C -2.4067 0.1820 0.3401 1.98 0.87 2.90 0.3205
N -3.6589 -0.0002 -0.0533 -0.13 0.14 -1.94 -0.7596
H -3.8758 0.1132 -1.0544 0.15 -0.41 0.87 0.4264
N -0.1118 0.6412 0.0230 -0.74 -3.08 5.93 -0.0309
N 0.0174 1.9280 -0.2186 -1.26 4.23 4.92 -0.6536
```
Forces are in eV/Å.

Values from the calculation:
- total charge = +1
- HOMO energy (eV) = -13.73
- lowest unoccupied orbital energy (eV) = -3.47
- relative energy (zero: lowest compared OMol25 entry of this formula, charge and spin) (eV) = 4.787
- electronic energy (Ha) = -378.8598

---

The following is a quantum chemistry calculation of one molecule with the formula C6H9F at a distorted geometry, from the OMol25 dataset.

```
16
Properties=species:S:1:pos:R:3:forces:R:3:nbo_charge:R:1
C -0.5640 1.1029 0.6541 -2.15 -0.13 -0.14 -0.4108
C 0.8252 -0.7134 -0.0168 -0.86 -0.32 -1.52 0.2785
C 1.9163 0.2540 -0.1920 4.45 0.90 -2.98 -0.3966
H 0.2229 0.7992 -1.2817 0.48 0.40 0.13 0.1997
H 2.5419 0.4305 -1.1288 -1.03 -0.59 1.04 0.2217
C -0.5117 -1.1676 -0.5810 0.15 -0.89 0.87 -0.4074
H -2.0105 -0.7004 1.0185 -0.17 -0.17 0.77 0.2152
F 0.8566 -0.9559 1.2945 -0.49 -1.25 2.88 -0.3578
H -0.4957 -0.9527 -1.6617 -0.43 -0.52 0.51 0.2130
H -0.7321 -2.2264 -0.3326 0.01 0.47 -0.48 0.2161
H -1.3176 1.9825 0.4185 2.39 -1.16 0.42 0.2260
H -2.2345 0.1250 -0.5200 0.30 0.12 0.88 0.1969
H 2.6031 0.3398 0.6354 -0.35 -0.13 0.46 0.2439
C 0.5811 0.7302 -0.2523 -2.03 3.16 -0.40 -0.2580
H -0.1965 1.1262 1.6918 -0.75 -0.03 -0.27 0.2258
C -1.4842 -0.1738 0.2540 0.50 0.14 -2.19 -0.4062
```
Forces are in eV/Å.

Values from the calculation:
- HOMO energy (eV) = -8.73
- lowest unoccupied orbital energy (eV) = 1.06
- relative energy (zero: lowest compared OMol25 entry of this formula, charge and spin) (eV) = 3.147
- electronic energy (Ha) = -333.7407

---

The following is a quantum chemistry calculation of one molecule with the formula C3H2Cl2N2 at a distorted geometry, from the OMol25 dataset.

```
9
Properties=species:S:1:pos:R:3:forces:R:3:nbo_charge:R:1
C 1.3907 -0.7770 -0.8972 2.48 0.65 -1.21 0.2014
N 0.4271 -1.3038 -0.3373 0.56 -1.55 -1.40 -0.4193
C 0.2101 1.3415 0.0009 -0.63 -1.31 -0.40 0.0616
Cl 1.6488 -0.8040 -2.6439 -0.63 0.05 1.16 -0.0011
H -1.0492 -1.6597 0.9325 -0.57 0.26 0.73 0.2136
Cl -0.2234 2.8433 0.7093 0.19 0.70 0.08 -0.0223
C -0.4485 -0.9170 0.4597 -0.96 -0.76 -0.08 0.1647
H -1.3420 0.8478 1.2409 1.53 -1.48 -1.59 0.4075
N -0.6137 0.4288 0.5352 -1.97 3.44 2.71 -0.6061
```
Forces are in eV/Å.

Values from the calculation:
- HOMO energy (alpha / beta) (eV) = -8.20 / -8.20
- lowest unoccupied orbital energy (alpha / beta) (eV) = -0.43 / -0.43
- relative energy (zero: lowest compared OMol25 entry of this formula, charge and spin) (eV) = 4.781
- electronic energy (Ha) = -1145.2435

---

The following is a quantum chemistry calculation of CHBrClO4S as an isolated structure at a distorted geometry, from the OMol25 dataset.

```
9
Properties=species:S:1:pos:R:3:forces:R:3:nbo_charge:R:1
O 0.1181 0.6493 1.1586 1.81 -0.46 -1.36 -0.9439
S 1.2378 0.5982 0.1733 -2.19 1.80 1.84 1.4939
Br 2.4380 -1.2274 0.4304 0.94 -1.94 0.66 -0.3096
O -1.0982 -1.9993 0.9522 -1.45 0.48 -0.14 -0.5418
Cl 1.0215 2.9629 -1.0900 -0.27 0.21 -0.46 -0.8310
H 0.4643 0.8296 -1.6857 -0.03 -0.02 0.03 0.5250
O 0.6115 -0.0050 -1.1736 -0.31 0.48 -0.71 -0.9302
C -1.9916 -1.2638 0.7345 6.26 -4.34 1.32 1.0359
O -2.8013 -0.5443 0.5003 -4.76 3.78 -1.18 -0.4982
```
Forces are in eV/Å.

Values from the calculation:
- total charge = -1
- HOMO energy (eV) = -4.69
- lowest unoccupied orbital energy (eV) = 3.18
- relative energy (zero: lowest compared OMol25 entry of this formula, charge and spin) (eV) = 0.113
- electronic energy (Ha) = -3772.1856

---

The following is a quantum chemistry calculation of C2H4NO3 as an isolated structure at a distorted geometry, from the OMol25 dataset.

```
10
Properties=species:S:1:pos:R:3:forces:R:3:nbo_charge:R:1
N -2.0255 -0.4101 0.1205 -0.14 1.66 -0.85 0.4926
C -0.5669 -0.2571 0.3444 1.39 -2.38 -0.24 0.5267
O 0.1969 0.6850 0.0293 -3.62 0.51 0.84 -0.3483
H 2.0579 1.4759 0.3928 -0.11 0.01 0.26 0.2564
H 1.8322 0.6284 -1.2254 -0.48 0.49 1.58 0.2496
O -3.0564 -0.2271 0.6568 1.04 -0.13 -0.16 -0.1237
C 1.6081 0.6284 -0.0995 1.70 -1.33 -2.67 -0.2658
O -1.7136 -0.8481 -1.0036 -0.68 -0.23 0.27 -0.2447
H 1.9327 -0.3606 0.1926 0.36 0.00 0.71 0.2119
H -0.2654 -1.3148 0.5922 0.55 1.40 0.25 0.2453
```
Forces are in eV/Å.

Values from the calculation:
- total charge = +1
- HOMO energy (eV) = -17.59
- lowest unoccupied orbital energy (eV) = -6.31
- relative energy (zero: lowest compared OMol25 entry of this formula, charge and spin) (eV) = 1.007
- electronic energy (Ha) = -358.5830

---

The following is a quantum chemistry calculation of a 3-piece molecular cluster, C23H55N2O11PSi overall at a distorted geometry, from the OMol25 dataset.

```
93
Properties=species:S:1:pos:R:3:forces:R:3:mulliken_charge:R:1
P 0.9904 1.2899 -5.9832 0.64 0.43 0.20 1.0503
H -4.2385 2.7570 0.7567 -0.17 0.11 0.28 0.4299
H -5.5540 -0.3228 -4.8784 -0.28 0.01 0.17 0.3785
H -2.1539 4.2789 6.4945 0.05 -0.04 -0.01 0.2383
H 1.1046 0.8103 -0.3324 0.10 -0.04 0.23 0.1398
C 2.2289 -2.1363 1.3606 -0.21 0.33 0.21 -0.1707
C -3.3384 2.5730 0.1963 0.56 -0.47 -1.45 -0.5861
C -0.3799 1.8824 3.6131 -0.04 0.11 -0.28 -0.8681
N 4.7366 -2.6501 1.4689 -0.14 -0.08 0.08 -0.3199
H -4.3289 -0.3533 -3.6449 0.31 -0.25 0.16 0.2869
H 0.1603 1.4961 4.4801 -0.07 -0.03 0.05 0.3409
H -2.0546 0.9769 -6.7507 0.23 0.16 0.15 0.2622
O -2.6294 3.7365 -1.8879 0.21 -0.89 -0.22 -0.3581
C 4.6537 -3.8630 2.2744 0.00 0.11 -0.26 -0.1443
H -3.4656 1.2083 7.4718 -0.02 0.06 -0.13 0.4057
C 1.2003 0.7742 -1.4175 -0.47 0.66 0.06 -0.2929
H -1.1674 1.8027 -1.2010 0.01 -0.38 -0.15 0.0364
H -3.1732 -0.2537 3.0343 0.03 -0.06 -0.05 0.3843
H 5.6222 -5.7437 2.5095 0.03 0.01 0.00 0.3967
H 1.5592 -1.3258 1.6666 0.04 0.01 0.03 0.0647
C -2.3964 1.0896 7.2747 0.30 -0.19 0.17 -0.8120
H -1.2441 2.4658 3.9399 0.05 0.01 0.17 0.2335
H 0.9534 2.3197 -2.9803 -0.23 -0.17 -0.25 0.0197
H -2.8844 -0.5173 -7.0020 -0.04 -0.17 -0.15 0.4699
H -0.3103 3.0391 -0.3503 -0.04 0.05 0.22 0.6943
C -2.1461 0.0305 6.2202 -0.07 0.19 -0.20 -0.1679
H 4.7326 -2.9062 0.4904 0.04 -0.01 -0.01 0.0694
H -2.5030 2.2811 0.8251 -0.04 0.00 0.39 -0.0307
H -2.4614 -0.9428 6.6078 0.00 -0.01 -0.02 0.3881
H 1.6071 2.8500 -1.4654 0.26 0.18 -0.16 0.5467
O 0.5882 2.8596 -6.1284 -0.25 -0.34 0.53 -0.5837
H -2.7395 1.2849 4.7442 -0.04 0.02 0.03 0.0433
C -2.4990 -0.5146 3.8544 -0.16 0.21 0.02 -1.1629
H -1.0629 -0.0076 6.0448 0.04 -0.08 0.16 0.1664
H 3.8762 -0.8140 1.0978 -0.07 0.04 0.04 0.4223
H -1.9221 0.7650 8.2053 -0.03 0.00 0.01 0.3971
H -4.2480 -1.4392 -5.0772 0.28 -0.21 0.16 0.3267
O 1.2281 0.6058 -7.2340 -0.17 -0.81 -1.37 -0.7204
H 2.2374 -4.3780 0.1692 0.08 0.01 0.05 0.3550
H 2.2458 0.5647 -1.6255 0.10 -0.31 -0.16 0.4533
H -3.4712 3.4652 7.3517 -0.06 -0.01 -0.04 0.3407
H 0.1274 -1.7697 -3.4847 0.00 -0.19 -0.12 0.4939
C 6.1140 -5.0640 -0.5297 -0.13 -0.10 0.03 -0.7066
C -2.5388 0.1532 -6.2194 -0.10 -0.42 -0.41 -0.6646
N -2.8827 0.3152 4.9940 0.16 -0.08 0.02 -0.2722
H 1.9129 -3.0199 1.9276 0.10 -0.11 -0.09 0.3456
O 2.3911 1.3543 -5.1706 -0.43 0.77 0.31 -0.5062
H 1.5451 -0.7668 -3.6751 0.22 -0.01 0.17 0.5140
H -0.3266 2.9580 -5.8185 0.16 0.32 -0.15 0.3956
H -0.7649 4.6455 -2.1016 -0.07 0.18 0.09 0.3103
C -0.4877 2.6339 -1.3448 -0.23 0.35 -0.06 -0.3327
H 0.4836 -1.2030 -1.2946 -0.06 0.15 0.01 0.0974
O -2.8476 4.8319 0.0070 0.40 3.39 1.66 -0.5130
H -3.1971 3.1493 5.6146 -0.12 0.03 0.04 0.2909
H 1.6825 -3.7744 -1.4024 -0.04 0.03 0.04 0.2704
O -1.6316 -0.6072 -5.4184 0.33 0.66 0.18 -0.5440
H 6.0005 -4.0054 -0.7855 0.13 0.02 -0.01 0.2925
C 0.2808 -0.3219 -1.9095 0.56 -0.98 -0.40 -0.3224
H -3.4744 1.7688 -0.5210 -0.28 -0.24 0.08 0.2110
O -0.7706 0.8498 2.7217 0.07 -0.05 0.15 -0.0218
H -1.1702 3.3601 -3.2242 -0.15 0.01 -0.31 0.3435
H -2.6976 -1.5619 4.1033 0.06 -0.01 0.03 0.4466
O -1.7895 2.3254 6.9149 -0.25 0.08 -0.07 -0.3367
C 5.6411 -4.9105 1.8011 -0.21 -0.22 0.25 -0.8156
H -3.6702 1.6160 -3.7889 0.07 0.03 -0.09 0.1763
H 0.2797 2.5579 3.0669 0.01 -0.05 -0.02 0.3109
O 5.2608 -5.4396 0.5360 0.19 0.15 -0.11 -0.3374
H -0.9588 -1.1403 2.5339 -0.01 0.02 -0.01 0.2295
C 0.8630 2.1896 -1.9041 0.06 0.01 0.69 -0.6476
C -1.2246 3.6613 -2.1878 0.28 0.09 -0.08 -0.8308
H 7.1607 -5.2700 -0.2885 0.02 0.07 -0.01 0.3439
H -4.4687 0.9514 -6.2852 0.10 0.15 -0.34 0.3553
H 3.6530 -4.3129 2.2310 0.02 -0.11 0.14 0.1761
H -0.7768 -0.1054 -1.7793 -0.10 0.28 0.20 0.2224
H -1.1667 1.3453 -3.8788 0.05 0.10 -0.05 0.0911
C -2.7101 3.3463 6.5754 0.16 -0.01 0.03 -0.7050
H -0.3188 -0.6507 4.0867 -0.02 0.15 0.09 0.4505
H 3.6826 -1.3823 2.7471 -0.04 -0.06 0.02 0.4043
C -4.4899 -0.4487 -4.7141 -0.38 0.39 -0.40 -1.2819
C -2.9044 3.8155 -0.5520 -0.65 -2.05 -0.53 0.6403
C 2.3442 -3.5711 -0.5589 -0.08 0.21 -0.22 -0.7025
O 1.9775 -2.3103 -0.0212 0.13 -0.28 0.08 -0.2422
C 3.6518 -1.6988 1.6995 0.19 0.02 -0.21 -0.9278
H 5.8386 -5.6596 -1.3987 -0.05 -0.01 0.03 0.2369
O -3.5438 1.8082 -4.7240 0.18 0.27 0.08 -0.4602
H 4.8684 -3.6135 3.3178 -0.02 0.02 0.00 0.3687
C -1.0699 -0.3972 3.3294 -0.04 -0.24 -0.26 -0.2898
H 3.3648 -3.5485 -0.9485 0.06 -0.16 0.08 0.1878
H 6.6606 -4.5149 1.7822 -0.03 0.08 -0.11 0.4071
Si -0.4744 0.2711 -4.6200 -0.17 -0.40 1.01 -0.0950
C 0.5005 -0.7516 -3.3756 -0.59 0.12 -0.47 -0.8758
C -3.7711 0.6492 -5.5053 -0.47 -0.33 0.31 0.3761
H 2.4893 2.2238 -4.7521 0.19 -0.23 0.01 0.3199
```
Forces are in eV/Å.

Values from the calculation:
- HOMO energy (eV) = -8.92
- lowest unoccupied orbital energy (eV) = 0.48
- electronic energy (Ha) = -2477.3511